{
  "formula": "C6H9BBrF4O2",
  "method": "ωB97M-V with the def2-TZVPD basis set",
  "elements": ["C", "C", "F", "C", "C", "C", "O", "B", "Br", "C", "F", "F", "F", "O", "H", "H", "H", "H", "H", "H", "H", "H", "H"],
  "positions_angstrom": [[2.731, -0.461, 0.868], [2.446, 0.233, -0.461], [2.703, -0.692, -1.518], [1.069, 0.858, -0.662], [-0.138, -0.036, -1.009], [-0.384, -1.336, -0.177], [-1.640, -1.167, 0.448], [-1.949, 0.231, 0.355], [-1.175, 1.147, 2.148], [-3.553, 0.538, 0.375], [-4.252, -0.256, 1.230], [-4.130, 0.325, -0.842], [-3.898, 1.806, 0.701], [-1.325, 0.720, -0.830], [3.809, -0.461, 1.076], [2.403, -1.503, 0.854], [2.209, 0.053, 1.684], [3.190, 1.034, -0.588], [0.812, 1.460, 0.218], [1.167, 1.560, -1.505], [-0.056, -0.312, -2.068], [-0.438, -2.205, -0.851], [0.400, -1.538, 0.556]],
  "gap_ev": 8.70,
  "lumo_energy_ha": 0.122,
  "multiplicity": 1,
  "charge": -1
}



{
  "formula": "C13H24BrCl8F4O3S2",
  "method": "ωB97M-V with the def2-TZVPD basis set",
  "elements": ["C", "C", "Br", "C", "S", "C", "O", "C", "F", "F", "F", "S", "O", "O", "F", "H", "H", "H", "H", "H", "H", "H", "H", "Cl", "C", "C", "Cl", "H", "H", "H", "H", "Cl", "C", "C", "Cl", "H", "H", "H", "H", "Cl", "C", "C", "Cl", "H", "H", "H", "H", "Cl", "C", "C", "Cl", "H", "H", "H", "H"],
  "positions_angstrom": [[-0.072, 1.973, -4.767], [-0.861, 0.694, -4.116], [-2.647, 1.218, -3.279], [-0.009, -0.171, -3.016], [1.581, 0.625, -2.429], [2.143, -0.478, -0.973], [1.062, -1.367, -0.488], [1.055, -1.461, 0.982], [-0.014, -2.443, 1.380], [0.682, -0.170, 1.649], [2.387, -1.942, 1.496], [1.289, 2.535, -1.592], [1.895, 3.564, -2.625], [2.018, 2.773, -0.247], [-0.392, 2.942, -1.474], [-0.251, 2.889, -4.049], [-0.599, 2.231, -5.805], [1.056, 1.792, -5.018], [-1.164, -0.055, -4.993], [0.287, -1.199, -3.534], [-0.742, -0.442, -2.139], [2.553, 0.223, -0.103], [3.068, -1.156, -1.283], [-0.622, -4.233, 6.367], [-0.040, -3.046, 5.172], [0.084, -1.651, 5.763], [-1.503, -0.937, 6.143], [-0.724, -3.063, 4.318], [0.939, -3.394, 4.832], [0.566, -0.984, 5.042], [0.683, -1.652, 6.678], [-3.873, -1.216, -5.738], [-3.374, -2.530, -6.834], [-2.688, -3.666, -6.093], [-1.094, -3.189, -5.456], [-2.726, -2.101, -7.604], [-4.282, -2.897, -7.320], [-2.518, -4.505, -6.775], [-3.294, -4.025, -5.256], [4.817, 1.393, -2.195], [5.651, 2.688, -1.298], [6.247, 2.190, 0.009], [4.994, 1.762, 1.200], [4.936, 3.500, -1.132], [6.445, 3.063, -1.950], [6.859, 2.976, 0.461], [6.881, 1.312, -0.147], [-6.651, 1.355, 6.853], [-4.895, 1.132, 6.652], [-4.113, 1.595, 7.871], [-4.167, 3.364, 8.072], [-4.586, 1.666, 5.748], [-4.729, 0.063, 6.488], [-3.060, 1.320, 7.763], [-4.492, 1.137, 8.790]],
  "gap_ev": 5.25,
  "lumo_energy_ha": -0.240,
  "multiplicity": 1,
  "de_lowest_kcal_mol": 131.7,
  "charge": 1
}



{
  "formula": "C3H5LiO3Tl",
  "method": "ωB97M-V with the def2-TZVPD basis set",
  "elements": ["O", "C", "C", "O", "H", "H", "H", "H", "H", "O", "C", "Tl", "Li"],
  "positions_angstrom": [[0.067, 0.815, -2.466], [-0.180, 0.729, -1.079], [-0.117, -0.731, -0.675], [-0.667, 0.051, 1.934], [0.069, 1.737, -2.734], [-1.182, 1.119, -0.833], [0.614, 1.255, -0.518], [0.932, -1.066, -0.669], [-0.506, -1.342, -1.503], [-0.924, -1.413, 0.486], [-0.248, -1.103, 1.600], [0.187, 0.637, 4.323], [1.955, -0.687, 2.134]],
  "s_squared": 0.753,
  "gap_ev": [4.89, 7.68],
  "lumo_energy_ha": [-0.017, -0.019],
  "multiplicity": 2,
  "de_lowest_kcal_mol": 73.9
}



{
  "formula": "C4H7FO2",
  "method": "ωB97M-V with the def2-TZVPD basis set",
  "elements": ["C", "C", "C", "C", "O", "O", "F", "H", "H", "H", "H", "H", "H", "H"],
  "positions_angstrom": [[-0.929, -0.522, -0.247], [-2.463, -0.227, -0.070], [1.683, 0.976, -0.020], [1.879, -0.390, 0.398], [-0.602, -0.658, -1.398], [-0.341, -0.684, 0.846], [2.029, -1.320, -0.509], [-2.639, 0.290, 0.814], [-2.865, 0.284, -0.877], [-3.076, -1.092, 0.019], [1.054, 0.977, -0.842], [2.608, 1.457, -0.298], [1.260, 1.429, 0.772], [2.403, -0.522, 1.413]],
  "s_squared": 2.009,
  "gap_ev": [7.67, 6.81],
  "lumo_energy_ha": [0.031, -0.135],
  "multiplicity": 3,
  "de_lowest_kcal_mol": 0.0
}



{
  "formula": "C4H11NO",
  "method": "ωB97M-V with the def2-TZVPD basis set",
  "elements": ["C", "C", "N", "C", "C", "H", "H", "H", "H", "H", "H", "H", "H", "H", "O", "H", "H"],
  "positions_angstrom": [[0.342, 1.679, -1.606], [0.450, 0.372, -1.268], [0.622, -0.736, -2.213], [1.110, 0.127, 0.119], [0.284, 0.752, 1.380], [0.364, 2.404, -0.884], [0.539, 1.910, -2.631], [1.246, -0.345, -2.894], [0.788, -1.679, -1.816], [2.083, 0.612, 0.107], [1.261, -0.864, 0.342], [0.261, 1.787, 1.132], [-0.700, 0.435, 1.525], [0.687, 0.571, 2.250], [-3.069, -2.055, 2.281], [-2.695, -2.809, 2.747], [-3.572, -2.160, 1.427]],
  "gap_ev": 9.14,
  "lumo_energy_ha": 0.029,
  "multiplicity": 1,
  "de_lowest_kcal_mol": 67.6,
  "smiles": "C=C(N)CC.O"
}